Record 1
A cluster of 3 separate species, C29H32N4O8 in total. Source: OMol25; level of theory: ωB97M-V/def2-TZVPD.

Geometry (Å):
C1 1.65425 5.25500 -2.19077
H1 9.17499 5.28763 -1.15249
C2 -4.00178 -5.23491 1.03732
H2 1.50953 -4.53728 0.11998
C3 -2.57108 2.65640 2.24882
H3 2.86644 4.30075 -3.68764
O1 -0.58380 5.99724 0.46683
C4 7.43534 5.80831 -4.01158
H4 9.19997 6.69955 -3.18109
C5 0.88837 -3.63939 2.42325
C6 -3.56312 -3.10351 2.22804
C7 0.38947 -4.40296 0.22456
O2 4.50217 3.89491 -4.61098
H5 2.14056 2.01985 -3.07089
H6 -3.09114 3.62064 1.99903
H7 0.20099 -2.16159 0.19003
C8 8.40664 5.16364 -1.90725
C9 -3.50092 1.46988 1.82943
C10 -2.14313 -1.14904 1.53643
H8 0.53507 1.68175 -1.21981
H9 -5.84857 -6.37902 1.12161
H10 -2.51487 2.61811 3.37471
C11 1.75175 2.87489 -2.52859
H11 0.75395 -2.92582 -1.33614
C12 7.41055 4.21097 -1.73088
C13 -3.81991 0.26298 2.77856
H12 5.64629 3.31373 -2.54235
C14 -3.53946 -1.95467 3.26982
H13 -1.45504 -3.81824 -1.88261
H14 -4.99272 -8.33019 3.81115
H15 -4.82377 -0.15813 2.51985
H16 1.97351 6.25081 -2.47057
N1 0.19537 6.21146 -0.44574
H17 -3.85222 0.67685 3.82720
C15 -1.44492 -3.01674 -1.09074
C16 -4.24632 -4.37147 2.21889
C17 0.34400 3.77597 -0.79843
O3 -4.07286 -2.02315 4.34619
C18 0.74687 5.05413 -1.15895
C19 -2.41575 -3.43978 0.05501
H18 -4.64015 0.63375 0.57805
H19 7.45480 6.43245 -4.89560
C20 0.84854 2.68356 -1.48943
N2 -2.77252 -0.81369 2.78578
H20 -4.92090 -4.64845 3.05427
O4 0.54478 7.32082 -0.80817
H21 -2.91698 -5.42994 -0.87594
C21 2.15810 4.15780 -2.87700
C22 0.02924 -3.04137 -0.47640
C23 -4.94339 -7.38989 3.20939
C24 -2.66059 -2.56470 1.19414
C25 -4.75082 -6.60563 0.97399
N3 5.38140 4.71553 -4.82634
C26 -3.08445 -4.75064 -0.00501
H22 -1.69927 -2.02087 -1.53200
C27 6.42000 4.05637 -2.69018
H23 -4.67713 -7.05292 -0.05773
O5 0.05351 -4.47256 1.61133
H24 -1.56749 2.62378 1.76585
H25 -5.97242 -6.94657 3.16859
H26 0.23141 -3.05037 3.12967
O6 -1.35219 -0.48712 0.92095
H27 1.51686 -2.91309 1.85032
H28 -4.30183 -6.67011 3.80315
C28 8.42091 5.95905 -3.04680
H29 1.50073 -4.31560 3.08867
N4 -4.04877 1.47589 0.66697
H30 -0.35867 3.61693 0.00872
H31 7.40465 3.59115 -0.84263
H32 -0.09749 -5.27395 -0.29635
O7 5.43588 5.42244 -5.81429
C29 6.43858 4.86069 -3.82165
O8 -4.31898 -7.56229 1.93646

Cartesian forces (eV/Å) of the 3 atoms listed first:
C 0.1 0.1 -0.1
H 0.0 0.0 -0.1
C 0.8 1.9 0.8

HOMO level in eV: -9.333
DFT total energy in Eh: -1944.915227
Gap between HOMO and LUMO in eV: 8.52
SMILES: [H]/N=C(/C)CN1C(=O)c2cc(COC)cc(CCCOC)c2C1=O.O=[N+]([O-])c1ccccc1.O=[N+]([O-])c1ccccc1


Record 2
A structure of composition C82H95BN8O3P2TeY. Source: OMol25; level of theory: ωB97M-V/def2-TZVPD.

Geometry (Å):
H1 -3.82982 2.05249 -0.10135
C1 -2.52043 -4.77779 -0.92269
H2 -5.91721 2.35989 1.89735
C2 -3.00359 -1.62656 -2.55743
C3 1.06420 -4.32312 -3.88283
C4 -2.89994 5.92980 -4.67512
H3 1.68121 -6.37013 -4.18263
H4 -3.52445 -2.58228 -6.24618
H5 -1.87816 2.16686 -6.26232
C5 -0.59304 -4.90971 0.50216
H6 -1.12935 6.63082 -5.62093
H7 1.31973 4.66325 -4.40098
H8 0.21941 -3.25705 -5.57435
H9 2.46083 -2.33823 4.81063
C6 3.50541 -1.02643 -2.30387
C7 -3.37063 -2.29374 -5.21623
N1 -2.54817 -1.26307 -1.30467
C8 -1.46356 2.41965 1.95160
C9 -3.42150 -1.49339 -0.16893
H10 -0.26625 -5.15883 -2.39637
C10 0.40390 5.72720 2.41098
C11 -3.72279 7.13209 -5.02734
C12 -1.57112 5.82201 -5.05327
H11 -2.28615 -7.84057 0.47032
H12 -2.50165 3.72455 3.30017
N2 1.32588 1.36068 -1.84048
H13 3.92194 -3.37641 -1.12701
N3 0.96154 -2.91612 1.02498
H14 1.15447 -0.55633 -3.04034
H15 3.06553 -1.68571 -4.99067
C13 -5.21138 1.57674 2.17332
H16 2.98687 -0.79703 6.67354
H17 -4.26509 2.99318 -2.39732
H18 0.82135 5.57733 -5.83235
C14 0.69974 1.44416 -4.91286
Te1 -0.34838 1.87358 -3.10704
N4 1.69028 2.22054 1.82048
C15 5.13195 2.45040 -0.17746
H19 -5.61996 -1.69408 3.15410
H20 -2.45760 -0.04229 3.99076
C16 4.64266 0.18594 2.45491
P1 1.48105 -2.92527 -2.62230
H21 2.54667 0.44859 -8.14137
N5 -0.99789 1.73276 3.03390
H22 3.18377 -0.21982 -2.95806
H23 0.59696 5.76367 -1.43059
H24 0.08996 0.48223 -8.09042
H25 3.52490 1.06359 -0.50023
C17 4.85432 4.61113 -1.18215
C18 -0.04919 6.82698 1.70751
H26 -4.44209 7.35244 -4.24059
H27 -1.42381 -1.90824 2.24679
H28 -4.64980 -3.11285 3.50371
C19 4.20260 -3.36865 -2.17770
C20 -2.29894 -2.41909 2.65740
H29 2.94527 -0.96385 -1.36876
H30 -4.27513 2.05135 2.45796
H31 -4.28052 6.94549 -5.94616
H32 -1.09587 -3.18468 -0.61845
C21 -0.31266 -4.81352 -3.42639
H33 -6.22908 -0.85125 -0.06484
H34 5.24036 -3.04229 -2.25383
C22 3.63424 4.21866 -1.69752
C23 -2.85853 -6.07963 -0.60767
C24 1.60294 0.69982 6.00884
H35 2.71749 4.02260 4.25918
C25 2.25185 -2.88213 1.04620
C26 -1.38420 -4.19714 -0.37775
C27 2.03225 0.74696 -7.24000
H36 5.18228 0.96813 2.95946
H37 1.88233 -5.40484 -0.21170
H38 -1.05779 -4.02540 -3.49580
H39 -5.55651 2.10179 -0.47843
H40 1.81046 1.36982 6.83255
H41 4.14834 -4.38476 -2.55004
H42 -5.03592 -2.71795 1.83105
H43 -1.12059 2.99060 -1.36654
C28 2.08463 1.46359 -4.95919
C29 0.54893 5.76791 -0.35151
H44 -3.75049 -6.52607 -1.01755
H45 0.70753 -4.90557 -5.90682
C30 -4.44329 -2.30374 -4.33904
H46 0.40131 -4.43969 2.28264
H47 -2.46351 4.92907 -0.80517
H48 -4.44833 -1.48894 -0.53057
C31 -2.23582 3.55454 2.26653
H49 -0.30212 -6.81012 1.46582
H50 -4.51021 4.90969 -3.71311
H51 5.71237 1.76526 0.42317
H52 -0.64379 -5.64555 -4.04632
C32 0.69217 1.07113 5.04344
H53 -5.12672 -1.97353 -2.34873
C33 -4.78531 -2.29216 2.79944
O1 2.89749 -4.09407 0.99611
H54 -1.89449 0.91911 -5.01371
C34 3.73312 -2.32631 -4.41657
B1 -1.11808 -1.01080 -1.33805
C35 -1.90667 -1.62523 -3.44621
C36 -3.47647 2.60245 -3.03490
C37 -3.50107 -1.46785 2.73713
H55 4.56319 -0.87226 -2.08081
H56 -0.36025 7.70131 -0.22383
H57 3.83331 1.14158 -6.14469
H58 4.78445 -3.06463 1.61091
H59 0.68958 3.23217 3.29532
H60 5.22006 5.61093 -1.36480
C38 -1.46643 3.08965 -0.31921
H61 0.48037 -1.46568 -4.41180
H62 0.34620 5.71349 3.49023
C39 1.84330 2.52382 -1.97138
H63 1.42350 3.82007 -0.15347
H64 -3.94369 1.99260 -3.81031
C40 0.59667 -4.32068 1.20227
H65 -3.31502 -1.29577 4.88542
C41 -4.27107 -1.96729 -3.00652
H66 -4.55041 0.79666 -1.11518
C42 3.30303 -2.40004 -2.95426
C43 1.96218 -1.38005 4.87619
H67 1.92827 -3.64318 -5.77989
C44 -1.36099 3.66487 -3.98758
H68 2.10866 -5.92343 1.48353
C45 4.42193 -2.05464 1.71235
C46 0.01446 6.84851 0.32412
C47 -4.99775 0.61839 1.00194
H69 6.54095 4.05341 0.01511
C48 2.25925 -0.51929 5.92453
H70 -3.21605 -2.48770 0.24126
C49 -2.22073 4.22047 -0.02471
H71 -3.14286 -4.20871 -1.59569
H72 -3.21231 5.31202 1.52915
H73 -3.09428 8.00522 -5.18306
C50 0.93553 4.63459 1.73462
H74 -2.51467 -3.28824 2.03924
C51 0.64744 0.75294 -7.20455
H75 2.14990 -5.71134 -2.61663
C52 3.10770 -1.75682 1.33192
C53 0.42653 0.23548 3.94358
H76 -1.97842 0.46649 -6.72956
C54 5.59992 3.73387 -0.41022
C55 2.75484 1.12153 -6.12005
H77 0.82545 -1.69211 3.09202
C56 1.05330 -1.01933 3.90581
C57 3.91286 2.05067 -0.69059
H78 -4.20934 0.02717 4.16004
C58 0.61833 4.69420 -5.22867
O2 1.14960 3.39254 -2.67423
C59 3.35750 0.43574 1.98932
H79 6.21953 -1.27688 2.58724
C60 -0.03967 1.10577 -6.04781
C61 3.15267 2.93507 -1.44881
H80 -5.61971 1.05627 3.03526
C62 -0.91721 -6.23457 0.78821
C63 0.98678 -3.99605 -5.37251
H81 3.03544 4.90580 -2.27643
O3 3.53225 2.55522 3.06964
H82 0.18641 2.02226 5.11445
H83 -0.45657 7.67316 2.24131
N6 2.58809 -0.49898 1.38713
C64 -2.10216 -1.94319 -4.78321
N7 -0.77365 -1.27101 -2.73822
C65 -6.29184 -0.16481 0.77528
H84 4.73753 -1.90756 -4.47712
C66 -2.03970 -6.81660 0.23284
H85 3.77082 -3.30982 -4.87572
C67 -0.79337 4.71765 -4.72246
C68 -2.61962 4.44159 1.28562
H86 -1.29435 -1.91684 -5.49838
H87 -6.60074 -0.72356 1.65126
C69 1.89477 -5.07266 0.83549
C70 2.80676 3.76565 3.20248
H88 -2.83325 1.96036 -2.43426
Y1 0.12495 0.12796 0.33259
H89 -2.04657 -2.77590 3.65481
C71 -1.07393 2.13962 0.60863
N8 -0.31534 0.63434 2.85018
C72 1.44407 3.46548 2.52874
C73 5.21102 -1.06859 2.26588
H90 2.64358 1.77063 -4.08606
C74 -2.72456 3.73806 -3.66741
P2 -3.31151 -0.26680 1.25625
H91 3.03061 -5.25027 -4.07953
H92 3.34506 4.56489 2.67671
C75 0.54580 -1.41844 -3.32174
C76 -3.46677 4.86616 -3.99550
H93 -5.42727 -2.57420 -4.69035
H94 -7.08028 0.55418 0.54528
C77 1.01414 4.67351 0.35497
C78 -1.53487 1.15999 -6.01764
C79 -4.71692 1.44335 -0.25583
H95 0.78191 3.80833 -5.83901
C80 2.80438 1.75715 2.23799
C81 2.04767 -5.47677 -3.67558
C82 -3.36454 -0.63841 4.01768

Cartesian forces (eV/Å) of the 3 atoms listed first:
H 0.1 0.1 -0.1
C -0.1 0.0 0.0
H -0.1 0.1 -0.1

HOMO level (spin up / spin down) in eV: -4.841 / -6.662
<S²>: 0.78
DFT total energy in Eh: -4859.359574
Gap between HOMO and LUMO (spin up / spin down) in eV: 3.98 / 5.81
Relative energy (zero: lowest compared OMol25 entry of this formula, charge and spin) in kcal per mole: 0.00
Spin multiplicity: 2


Record 3
A structure of composition C3H4DyO3. Source: OMol25; level of theory: ωB97M-V/def2-TZVPD.

Geometry (Å):
C1 1.57757 0.71482 1.55157
C2 -1.05353 -1.62339 -0.00193
H1 2.78690 -0.84151 1.85952
H2 1.49431 1.72796 1.98437
H3 1.03772 -0.82100 2.89977
Dy1 -0.46301 1.66056 -1.42024
O1 -0.87885 -2.32674 0.90309
C3 1.95025 -0.38555 2.46528
O2 -1.39281 -0.86174 -0.82695
H4 2.44883 0.04024 3.35040
O3 1.05722 0.50463 0.44750

Cartesian forces (eV/Å) of the 3 atoms listed first:
C -2.3 0.2 1.1
C -0.6 -1.5 2.7
H -1.3 -1.1 0.9

HOMO level (spin up / spin down) in eV: -18.675 / -18.786
<S²>: 12.02
DFT total energy in Eh: -1226.838881
Gap between HOMO and LUMO (spin up / spin down) in eV: 9.54 / 8.71
Net charge: +2
Relative energy (zero: lowest compared OMol25 entry of this formula, charge and spin) in kcal per mole: 0.00
Spin multiplicity: 7